(1)
Here is a cluster of 2 separate species, C4H8NO3 in total from the Open Molecules 2025 dataset. Energies are from ωB97M-V/def2-TZVPD.

Properties
Net charge   -1
ΔE to the lowest compared entry with this formula, charge and spin   18.9 kJ/mol
E   -437.79827 Ha
HOMO energy   -0.1713 hartree
Orbital gap   8.63 eV

Last column: Löwdin charge in e.
Atoms and positions in Å:
C (0.151, -1.262, -2.969)  -0.05
C (-0.563, -0.389, -1.898)  -0.77
O (-1.483, -0.911, -1.242)  -0.08
O (-0.071, 0.762, -1.755)  -0.12
H (0.972, -0.650, -3.340)  0.05
H (-0.439, -1.633, -3.809)  0.05
H (0.538, -2.149, -2.460)  0.06
C (-0.828, 0.075, 2.084)  -0.01
C (0.631, 0.522, 2.060)  -0.60
O (1.382, 0.358, 3.012)  -0.01
N (0.945, 1.191, 0.921)  0.16
H (1.922, 1.408, 0.811)  0.10
H (0.430, 0.911, 0.085)  0.05
H (-1.430, 0.960, 2.165)  0.07
H (-1.062, -0.637, 2.864)  0.07
H (-1.038, -0.374, 1.131)  0.05

Cartesian forces (eV/Å) of the 6 atoms listed first:
0.3188 0.1840 0.2758
0.0677 -0.2769 -0.3523
-0.1084 -0.0690 0.0653
-0.0262 0.0472 0.2610
0.1031 -0.2663 -0.1851
-0.3579 0.2355 0.1561


(2)
Here is a cluster of 2 separate species, C4H8NO3 in total from the Open Molecules 2025 dataset. Energies are from ωB97M-V/def2-TZVPD.

Properties
Net charge   -1
ΔE to the lowest compared entry with this formula, charge and spin   32.3 kJ/mol
E   -437.79318 Ha
HOMO energy   -0.1800 hartree
Orbital gap   8.92 eV

Last column: Löwdin charge in e.
Atoms and positions in Å:
C (-2.742, 1.725, 0.078)  -0.05
C (-1.326, 1.278, 0.526)  -0.76
O (-1.117, 0.036, 0.435)  -0.11
O (-0.571, 2.128, 1.037)  -0.06
H (-2.645, 2.140, -0.937)  0.06
H (-3.113, 2.405, 0.854)  0.06
H (-3.362, 0.815, -0.022)  0.06
C (1.527, -2.214, -0.159)  -0.03
C (2.177, -0.888, -0.453)  -0.63
O (3.329, -0.756, -0.878)  -0.05
N (1.439, 0.161, -0.056)  0.15
H (1.821, 1.044, -0.343)  0.10
H (0.394, 0.052, 0.175)  0.03
H (0.486, -2.199, 0.169)  0.06
H (2.147, -2.777, 0.563)  0.08
H (1.557, -2.950, -0.989)  0.07

Cartesian forces (eV/Å) of the 6 atoms listed first:
0.4702 -0.7688 -0.1891
-0.7182 0.3419 1.0687
0.0188 -0.3359 -0.3468
-0.1980 -0.1175 -0.5954
-0.2392 0.3887 0.4907
-0.1462 0.0863 -0.6286


(3)
Here is the molecule C4H8NO3 from the Open Molecules 2025 dataset. Energies are from ωB97M-V/def2-TZVPD.

Properties
ΔE to the lowest compared entry with this formula, charge and spin   204.4 kJ/mol
E   -437.56874 Ha
HOMO energy (spin up / spin down)   -0.1427 / -0.2862 hartree
Orbital gap (spin up / spin down)   3.75 / 7.52 eV
Multiplicity   2

Last column: Löwdin spin population.
Atoms and positions in Å:
O (1.332, -1.995, 0.971)  0.01
C (1.129, -1.266, 0.042)  0.01
O (2.145, -0.888, -0.773)  0.01
C (-0.104, -0.417, -0.182)  0.01
C (-0.498, 0.238, 1.139)  0.09
C (-1.852, 0.966, 0.961)  0.44
O (-2.451, 0.723, -0.117)  0.31
N (0.061, 0.575, -1.289)  0.02
H (2.965, -1.374, -0.780)  0.00
H (-0.908, -1.140, -0.356)  0.00
H (-0.449, -0.453, 1.973)  0.02
H (0.389, 0.875, 1.422)  0.02
H (-2.106, 1.752, 1.688)  0.04
H (0.886, 1.167, -1.103)  0.01
H (0.231, 0.063, -2.169)  0.01
H (-0.770, 1.171, -1.428)  0.02

Cartesian forces (eV/Å) of the 6 atoms listed first:
-0.8223 -0.4388 -0.4645
1.7897 0.8059 1.1760
-0.7858 1.1170 -1.7029
-0.5443 -1.5934 1.4150
0.5666 1.8104 0.3165
2.1049 -0.3336 1.7524


(4)
Here is a structure of composition C4H8NO3S from the Open Molecules 2025 dataset. Energies are from ωB97M-V/def2-TZVPD.

Properties
Net charge   -1
ΔE to the lowest compared entry with this formula, charge and spin   249.0 kJ/mol
E   -835.84508 Ha
HOMO energy   -0.1299 hartree
Orbital gap   6.93 eV

Last column: Löwdin charge in e.
Atoms and positions in Å:
C (0.309, -2.450, 0.124)  -0.34
C (1.726, 0.095, -0.052)  -0.75
C (-1.556, 1.526, 0.630)  -0.10
C (-0.630, 0.786, -0.305)  -0.22
N (2.794, 0.711, -0.254)  -0.40
O (1.550, -1.152, -0.269)  -0.08
O (-0.849, -2.223, -0.274)  -0.16
O (0.682, 0.860, 0.303)  -0.05
S (4.272, 0.027, -0.137)  0.62
H (0.569, -2.652, 1.263)  0.10
H (1.089, -3.074, -0.430)  0.09
H (-1.395, 1.085, 1.611)  0.07
H (-1.324, 2.600, 0.626)  0.07
H (-2.627, 1.404, 0.358)  0.08
H (-0.544, 1.453, -1.267)  0.15
H (-0.895, -0.236, -0.470)  0.07
H (4.996, 1.081, -0.764)  -0.15

Cartesian forces (eV/Å) of the 6 atoms listed first:
0.6530 -1.8184 0.8009
-1.6703 -1.9215 -1.0770
-0.4830 -0.1398 -0.0186
1.3345 2.1225 -1.4826
1.2723 3.1076 0.4683
0.1279 -0.3803 0.4485


(5)
Here is a structure of composition C4H8NaO2 from the Open Molecules 2025 dataset. Energies are from ωB97M-V/def2-TZVPD.

Properties
E   -469.87945 Ha
HOMO energy (spin up / spin down)   -0.2543 / -0.2583 hartree
Orbital gap (spin up / spin down)   5.93 / 6.03 eV
Multiplicity   2

Last column: Löwdin spin population.
Atoms and positions in Å:
H (2.547, 0.742, 0.599)  0.00
C (1.632, -1.176, 0.458)  0.01
C (2.578, -0.245, 0.101)  0.00
O (3.529, -0.441, -0.770)  0.00
Na (4.276, -2.341, -0.202)  0.00
H (1.556, -2.129, -0.081)  0.00
H (1.010, -1.006, 1.337)  0.00
O (-3.388, 1.211, 0.336)  0.01
C (-2.039, 1.209, -0.092)  0.12
C (-1.659, -0.133, -0.594)  0.72
H (-3.576, 2.041, 0.778)  0.00
H (-1.371, 1.499, 0.746)  0.03
H (-1.873, 1.969, -0.881)  0.01
H (-0.985, -0.194, -1.451)  0.04
H (-2.236, -1.006, -0.283)  0.04

Cartesian forces (eV/Å) of the 6 atoms listed first:
0.0101 -0.2235 -0.0797
0.5630 0.2189 0.4405
0.1375 -0.8435 -0.2962
-0.2183 0.2693 0.2436
-0.3684 0.3581 0.0197
-0.0669 0.2879 0.1472


(6)
Here is a structure of composition C4H8NaO3 from the Open Molecules 2025 dataset. Energies are from ωB97M-V/def2-TZVPD.

Properties
ΔE to the lowest compared entry with this formula, charge and spin   143.1 kJ/mol
E   -545.11546 Ha
HOMO energy (spin up / spin down)   -0.2456 / -0.2456 hartree
Orbital gap (spin up / spin down)   6.36 / 6.22 eV
Multiplicity   2

Last column: Löwdin spin population.
Atoms and positions in Å:
O (-1.082, -1.814, -1.077)  0.00
C (-1.354, -0.662, -0.523)  0.01
Na (-2.865, 1.874, 1.093)  0.00
O (-2.442, -0.409, -0.048)  0.00
C (0.295, -2.010, -1.496)  0.12
H (0.289, -3.011, -1.953)  0.03
H (0.512, -1.274, -2.285)  0.02
C (1.258, -1.906, -0.376)  0.72
H (2.304, -2.114, -0.608)  0.04
H (-0.360, -0.210, -0.087)  0.01
H (1.148, -1.787, 0.703)  0.04
O (-0.885, 2.839, 1.447)  0.00
C (0.469, 2.662, 1.330)  0.00
H (0.818, 1.655, 1.663)  0.00
H (0.839, 2.775, 0.284)  0.00
H (1.056, 3.392, 1.933)  0.00

Cartesian forces (eV/Å) of the 6 atoms listed first:
-0.2466 -0.5935 -1.3019
1.6239 -0.0073 3.8731
1.1860 0.1483 0.0256
0.1866 0.6311 -1.0869
-0.4047 0.1023 0.4491
0.0793 0.3065 0.1185


(7)
Here is the molecule C4H8O from the Open Molecules 2025 dataset. Energies are from ωB97M-V/def2-TZVPD.

Properties
ΔE to the lowest compared entry with this formula, charge and spin   108.7 kJ/mol
E   -232.40422 Ha
HOMO energy   -0.3146 hartree
Orbital gap   9.66 eV

Last column: Löwdin charge in e.
Atoms and positions in Å:
C (0.723, -1.378, 1.550)  -0.10
C (0.043, 0.381, -0.637)  -0.16
C (-0.400, 1.493, -1.546)  -0.12
C (-0.827, -0.287, 0.122)  -0.19
O (-0.597, -1.222, 1.076)  -0.13
H (1.286, -0.440, 1.482)  0.08
H (0.644, -1.669, 2.600)  0.09
H (1.257, -2.159, 0.997)  0.09
H (1.109, 0.163, -0.598)  0.09
H (-0.153, 1.305, -2.597)  0.07
H (0.082, 2.438, -1.266)  0.07
H (-1.482, 1.648, -1.476)  0.07
H (-1.897, -0.104, 0.046)  0.12

Cartesian forces (eV/Å) of the 6 atoms listed first:
0.2354 -0.0343 0.0960
-0.0523 -0.1127 0.1474
-0.0627 0.0668 -0.0631
-0.0252 0.2243 -0.1817
-0.0613 0.0379 0.0180
-0.0952 -0.0965 0.0394


(8)
Here is the molecule C4H8O from the Open Molecules 2025 dataset. Energies are from ωB97M-V/def2-TZVPD.

Properties
ΔE to the lowest compared entry with this formula, charge and spin   57.5 kJ/mol
E   -232.42375 Ha
HOMO energy   -0.3537 hartree
Orbital gap   10.60 eV

Last column: Löwdin charge in e.
Atoms and positions in Å:
O (-2.722, 0.130, 1.168)  0.05
C (-1.695, 0.174, 0.551)  -0.28
C (-0.376, -0.435, 0.952)  -0.17
C (0.600, -0.644, -0.197)  -0.27
C (0.990, 0.595, -0.998)  -0.12
H (-1.625, 0.757, -0.398)  0.12
H (0.032, 0.418, 1.518)  0.13
H (-0.520, -1.315, 1.571)  0.12
H (1.516, -1.000, 0.285)  0.10
H (0.405, -1.474, -0.870)  0.11
H (2.021, 0.544, -1.272)  0.06
H (0.952, 1.501, -0.397)  0.07
H (0.423, 0.749, -1.914)  0.07

Cartesian forces (eV/Å) of the 6 atoms listed first:
-0.1274 -0.1479 0.1871
0.2192 -0.0530 -0.6439
-0.5027 0.8014 -0.5278
1.1820 -0.3951 0.2322
-0.3444 0.2865 0.1643
-0.1886 -0.0150 0.1265


(9)
Here is the molecule C4H8O from the Open Molecules 2025 dataset. Energies are from ωB97M-V/def2-TZVPD.

Properties
ΔE to the lowest compared entry with this formula, charge and spin   333.4 kJ/mol
E   -232.31866 Ha
HOMO energy   -0.3318 hartree
Orbital gap   10.14 eV

Last column: Löwdin charge in e.
Atoms and positions in Å:
C (-0.663, 1.819, 0.113)  -0.06
C (0.254, -0.317, 0.597)  -0.45
C (-0.088, -1.173, -0.695)  -0.12
C (1.090, -1.461, 0.168)  -0.12
H (-1.104, 1.386, -0.836)  0.08
H (-1.347, 2.164, 0.863)  0.06
H (-0.076, 2.808, -0.411)  0.15
H (-0.422, -0.600, 1.431)  0.14
H (-0.970, -1.663, -0.870)  0.05
H (-0.118, -0.452, -1.606)  0.12
H (0.822, -2.280, 0.863)  0.11
H (2.203, -1.207, -0.207)  0.16
O (0.421, 0.976, 0.591)  -0.14

Cartesian forces (eV/Å) of the 6 atoms listed first:
3.2113 1.5722 -3.6450
-4.1770 -4.1118 0.6175
1.1367 4.5985 -1.4213
2.4642 0.7754 -0.6212
-0.0464 0.0878 1.5075
-0.3472 -0.2047 0.4291


(10)
Here is the molecule C4H8O from the Open Molecules 2025 dataset. Energies are from ωB97M-V/def2-TZVPD.

Properties
ΔE to the lowest compared entry with this formula, charge and spin   142.6 kJ/mol
E   -232.39131 Ha
HOMO energy   -0.3670 hartree
Orbital gap   11.08 eV

Last column: Löwdin charge in e.
Atoms and positions in Å:
O (-1.192, -0.392, 1.353)  -0.04
C (-1.218, 0.537, 0.288)  -0.25
C (-0.030, 0.484, -0.524)  -0.29
C (0.566, -0.842, -0.853)  -0.10
C (1.245, 0.052, 0.124)  -0.11
H (-0.327, -0.409, 1.680)  0.03
H (-1.421, 1.541, 0.675)  0.12
H (-2.129, 0.256, -0.240)  0.13
H (0.029, 1.245, -1.286)  0.14
H (0.061, -1.716, -0.465)  0.11
H (1.040, -1.024, -1.807)  0.10
H (1.174, -0.245, 1.101)  0.06
H (2.202, 0.513, -0.048)  0.11

Cartesian forces (eV/Å) of the 6 atoms listed first:
-1.9575 -0.1747 -0.3284
-2.4381 0.0189 1.2729
1.5424 0.1143 -1.4032
0.1085 -0.6774 -0.4877
0.5676 0.6453 -1.4383
1.7022 -0.0693 1.0812


Per-record F_max, Eh/bohr: 0.017, 0.042, 0.054, 0.066, 0.018, 0.082, 0.006, 0.025, 0.115, 0.053